Entry 1:
79
Properties=species:S:1:pos:R:3:forces:R:3:mulliken_charge:R:1 method="wB97M-V/def2-TZVPD" charge=-2 max_force_ha_per_bohr=0.0149
Pd 0.4409 0.0573 1.0980 -0.1 0.6 -0.4 -0.0174
C -0.3250 -2.5379 -0.3248 0.2 -0.2 -0.1 -1.4195
N -1.3574 -2.2972 0.6649 0.0 0.1 -0.1 2.2694
C -1.4210 -3.2610 1.7322 0.1 0.0 0.0 -1.5053
C -0.0978 -3.4971 2.4648 -0.2 -0.1 0.1 -1.1778
N 0.5472 -2.3105 2.9494 0.1 0.0 0.0 1.3755
C -0.2423 -1.5394 3.8931 -0.1 0.0 0.0 -1.1647
C 1.9142 -2.4344 3.2953 0.1 0.0 0.1 -0.3669
C 2.4259 -3.6496 3.7519 -0.1 0.0 -0.1 -0.0579
C 3.7597 -3.8111 4.1042 0.1 0.0 0.0 -0.8032
C 4.6070 -2.7133 4.0141 0.0 0.0 0.0 -0.4130
C 4.1176 -1.4988 3.5632 -0.1 -0.1 0.0 -0.8349
C 2.7763 -1.3092 3.1756 0.1 -0.1 0.0 0.4099
S 2.2897 0.2362 2.5514 0.1 0.1 0.1 -0.6539
C -2.6334 -1.9467 0.1275 -0.1 -0.2 -0.1 -1.5804
C -3.2300 -2.8004 -0.7992 0.1 0.0 0.0 0.2166
C -4.4496 -2.5155 -1.3938 -0.1 0.0 0.0 -1.0017
C -5.0922 -1.3332 -1.0275 0.0 0.0 0.0 -0.5403
C -4.5202 -0.4863 -0.0972 0.1 -0.1 0.0 -0.4842
C -3.2732 -0.7499 0.5274 -0.3 0.0 -0.1 0.5333
S -2.6157 0.3536 1.6748 0.0 0.1 0.2 -0.3498
H -0.1253 -3.6154 -0.4859 -0.1 0.0 0.0 0.2460
H 0.6131 -2.0407 -0.0319 -0.1 -0.2 0.1 0.0674
H -0.6277 -2.1088 -1.2783 0.0 0.0 0.0 0.4445
H -1.7238 -4.2656 1.3607 0.0 0.0 0.0 0.3001
H -2.1992 -2.9433 2.4293 0.0 0.1 0.0 0.4596
H 0.6014 -4.0081 1.7991 0.0 0.0 0.0 0.5259
H -0.3441 -4.2185 3.2745 0.0 0.0 0.0 0.3446
H -0.4866 -2.1369 4.7937 0.0 0.0 0.0 0.2623
H -1.1581 -1.1842 3.4185 0.0 0.0 0.0 0.1217
H 0.3198 -0.6557 4.1881 0.0 0.0 0.0 0.3795
H 1.7527 -4.4953 3.8385 0.0 0.0 0.0 0.2961
H 4.1231 -4.7732 4.4483 0.0 0.0 0.0 0.3446
H 5.6556 -2.8018 4.2816 0.0 0.0 0.0 0.3148
H 4.7840 -0.6496 3.4663 0.0 0.0 0.0 0.3524
H -2.6956 -3.7089 -1.0647 0.0 0.0 0.0 0.2909
H -4.8846 -3.1923 -2.1204 0.0 0.0 0.0 0.3132
H -6.0452 -1.0653 -1.4742 0.0 0.0 0.0 0.3078
H -5.0259 0.4303 0.1817 0.0 0.0 0.0 0.3668
C -2.1929 0.0584 -3.0864 0.0 0.0 0.1 -0.5347
Si -1.5976 1.7162 -2.4216 0.0 0.1 -0.2 0.4596
C -1.2449 2.8360 -3.9183 -0.2 0.0 0.0 -1.1661
C -3.0064 2.5128 -1.4664 0.1 0.1 0.0 -0.7342
As 0.1885 1.3758 -0.9389 0.0 -0.3 0.3 0.3476
Si 0.4723 3.4818 0.0459 0.0 0.0 0.1 0.3207
C -0.7292 3.5692 1.4811 0.1 0.1 0.0 -0.8168
C 0.1478 4.9937 -1.0623 0.0 0.0 0.0 -1.1836
C 2.2345 3.6715 0.6794 -0.1 0.1 0.0 -0.8660
Si 2.0783 0.9391 -2.2444 0.1 0.0 0.0 0.3931
C 1.9429 -0.8715 -2.7657 0.0 0.1 0.0 -0.9985
C 2.3714 1.9137 -3.8496 0.0 0.0 0.0 -1.1667
C 3.6213 1.1072 -1.1820 0.0 -0.1 -0.1 -0.8707
H -2.9445 0.2129 -3.8680 0.0 0.0 0.0 0.4447
H -2.6587 -0.5111 -2.2749 0.1 0.0 -0.1 -0.2093
H -1.3846 -0.5462 -3.5070 0.0 0.0 0.0 0.2188
H -2.1951 2.9946 -4.4454 0.0 0.0 0.0 0.3474
H -0.5417 2.3955 -4.6285 0.0 0.0 0.1 0.2983
H -0.8646 3.8143 -3.6153 0.0 -0.1 0.0 0.2163
H -3.9614 2.3304 -1.9698 0.0 0.0 0.0 0.3762
H -2.8697 3.5958 -1.3807 0.0 0.0 0.0 0.3692
H -3.0550 2.0910 -0.4562 0.0 0.0 0.0 -0.0929
H -1.7690 3.5260 1.1493 0.0 0.0 0.0 0.2679
H -0.5729 4.4988 2.0421 0.0 0.0 0.0 0.3941
H -0.5612 2.7124 2.1376 0.0 0.0 0.0 0.0366
H -0.8876 5.0269 -1.4107 0.0 0.0 0.0 0.2639
H 0.8052 5.0107 -1.9362 0.0 0.0 0.0 0.2463
H 0.3364 5.9029 -0.4786 0.0 0.0 0.0 0.3488
H 2.5632 2.7773 1.2152 0.0 0.0 0.0 0.1538
H 2.2605 4.5152 1.3786 0.0 0.0 0.0 0.3577
H 2.9377 3.8891 -0.1281 0.0 0.0 0.0 0.2060
H 0.9928 -1.0887 -3.2608 0.0 0.0 0.0 0.2197
H 2.0125 -1.5035 -1.8781 0.0 0.0 0.0 0.1610
H 2.7554 -1.1392 -3.4498 0.0 0.0 0.0 0.4459
H 1.6059 1.6910 -4.5969 0.0 0.0 0.0 0.2728
H 3.3428 1.6201 -4.2652 0.0 0.0 0.0 0.3382
H 2.3825 2.9941 -3.6861 0.0 0.0 0.0 0.2744
H 3.4246 0.7587 -0.1626 0.0 0.1 0.0 0.0156
H 3.9999 2.1305 -1.1506 0.0 0.0 0.0 0.2720
H 4.4057 0.4746 -1.6142 0.0 0.0 0.0 0.4009

***

Entry 2:
109
Properties=species:S:1:pos:R:3:forces:R:3:mulliken_charge:R:1 method="wB97M-V/def2-TZVPD" charge=+2 max_force_ha_per_bohr=0.1174 e_above_lowest_kcal_mol=173.1
N 12.7807 10.6298 -6.1371 0.4 0.1 0.8 -0.4762
H 13.7073 10.3020 -6.3697 0.6 -0.7 -0.3 0.3478
H 12.3944 10.0754 -5.3864 -0.2 -0.8 0.1 0.3700
H 12.1697 10.5957 -6.9406 -0.4 0.3 -0.5 0.3998
H 12.9083 11.5441 -5.7273 -0.3 0.8 -0.4 0.3560
N 16.8859 13.5593 -7.5059 -0.2 0.2 0.0 -0.4631
H 16.2100 13.6878 -6.7666 -0.3 0.1 0.2 0.3366
H 17.6559 13.0258 -7.1283 0.9 -0.4 0.2 0.3450
H 17.1791 14.4689 -7.8327 0.5 0.6 0.0 0.3858
H 16.4907 13.0818 -8.3034 -0.2 -0.5 -0.3 0.3843
N 13.9884 11.5174 -1.6295 -0.9 -0.6 -0.7 -0.4621
H 14.8505 11.0200 -1.8008 1.0 0.0 0.1 0.3477
H 13.2529 10.8942 -1.9307 -0.5 -0.6 0.2 0.3660
H 13.8681 12.3226 -2.2272 0.5 0.7 0.2 0.3634
H 13.8297 11.7106 -0.6509 0.2 0.4 0.7 0.3791
C 19.4229 7.8426 -4.9240 -1.4 -0.1 0.6 0.5125
F 19.6477 7.5879 -6.2501 0.0 0.1 2.1 -0.1815
F 18.8072 6.7502 -4.3189 0.9 1.4 -1.3 -0.2087
F 20.5416 8.0793 -4.2254 -0.6 -0.3 -1.1 -0.1765
S 18.2896 9.4081 -4.7523 0.7 1.9 2.4 1.0709
O 17.1261 9.3318 -5.5813 -2.1 -1.4 -1.5 -0.7102
O 17.9140 9.5209 -3.3176 0.8 -0.7 -1.5 -0.6455
O 19.1212 10.4930 -5.2407 0.8 -0.2 0.2 -0.6481
C 25.6565 13.6087 -13.5131 -0.7 0.4 0.1 -1.2043
C 25.5140 14.5381 -12.2912 1.5 -0.4 -1.8 -0.1610
O 24.7674 13.8067 -11.3593 -2.2 -1.1 2.6 -0.1901
C 24.2954 14.3726 -10.2254 0.7 4.0 -1.1 0.3809
O 24.4523 15.5787 -9.9897 -0.5 -3.2 0.0 -0.5299
C 23.3807 13.5279 -9.2596 -0.4 -0.2 -1.7 0.8265
F 23.1427 12.3088 -9.7780 0.5 0.1 0.5 -0.2452
F 23.8807 13.4782 -8.0582 0.9 -0.5 0.7 -0.2227
F 22.1666 14.0859 -9.1050 0.0 0.5 -0.5 -0.2697
H 26.2751 14.0899 -14.2707 0.5 -0.3 0.3 0.3798
H 24.7043 13.4916 -14.0305 -0.3 0.0 0.2 0.3209
H 25.9641 12.6073 -13.2119 0.4 0.2 -0.2 0.3341
H 25.1029 15.4749 -12.6671 -0.4 0.1 0.8 0.2998
H 26.5118 14.6826 -11.8769 -0.1 0.4 0.1 0.2802
C 16.4630 4.2044 0.7402 0.0 -0.2 0.4 -1.1878
C 16.0695 5.6526 0.9098 0.2 0.5 -1.7 -0.1026
O 15.5939 5.8824 2.2118 -1.7 2.2 2.6 -0.2181
C 14.9700 7.0705 2.5552 0.2 1.3 -3.0 0.4319
O 14.6950 8.0044 1.7668 0.9 -3.1 2.3 -0.6027
C 14.6661 7.2457 4.1050 0.7 -0.8 -0.4 0.7856
F 13.3287 7.1465 4.3478 1.7 0.3 -0.2 -0.2204
F 15.3442 6.2831 4.7693 -1.0 0.9 -0.1 -0.2196
F 15.1448 8.4524 4.5074 -0.9 -1.2 -0.4 -0.2113
H 16.9326 4.0290 -0.2277 0.0 0.2 0.0 0.3747
H 15.6324 3.5028 0.8167 -0.1 0.2 0.1 0.3160
H 17.1761 3.9522 1.5251 0.1 -0.1 -0.1 0.3171
H 15.3397 5.9975 0.1773 -0.3 -0.2 0.0 0.2780
H 16.9281 6.2942 0.7115 0.2 0.1 0.3 0.2602
C 20.4891 15.5860 -3.0351 -0.6 0.2 -0.4 -1.1047
C 18.9304 15.7474 -3.1963 1.9 -1.6 -0.4 -0.0390
O 18.5886 17.0860 -3.3397 -0.7 3.7 -0.9 -0.2693
C 18.5860 17.7720 -4.5465 1.0 -4.2 -0.2 0.3629
O 18.7512 17.2086 -5.6092 -0.4 0.7 1.0 -0.5447
C 18.3701 19.2591 -4.4922 0.2 1.4 1.1 0.8504
F 18.2194 19.6535 -3.2238 0.2 0.2 -0.2 -0.2278
F 19.4261 19.9202 -5.0309 -1.2 -0.8 0.3 -0.2203
F 17.2384 19.5674 -5.1342 0.4 0.0 -0.3 -0.2336
H 20.8502 16.0021 -2.0946 -0.2 0.1 0.0 0.3062
H 21.0010 16.0925 -3.8533 -0.1 0.3 0.0 0.3221
H 20.8673 14.5661 -3.1061 -0.5 -0.2 0.2 0.3713
H 18.4273 15.3649 -2.3082 -0.1 0.3 0.0 0.2628
H 18.5745 15.1824 -4.0577 0.1 -0.1 -0.2 0.1672
C 20.3444 9.9371 2.6912 0.8 0.0 1.5 -1.3348
C 19.2128 10.7738 2.1217 1.4 -0.7 -1.1 -0.0023
O 19.1534 12.0115 2.8460 -2.3 2.0 0.3 -0.2150
C 18.0885 12.9120 2.6727 0.8 -2.1 -0.7 0.3853
O 17.1113 12.7356 1.9803 1.2 0.1 0.6 -0.5614
C 18.2406 14.2355 3.5025 1.5 -1.2 0.2 0.8367
F 19.2507 14.1682 4.3774 -0.1 -0.1 -0.3 -0.2251
F 18.4852 15.2618 2.6883 -0.4 0.0 -0.1 -0.2313
F 17.1371 14.4047 4.1908 -0.8 0.5 0.0 -0.2289
H 20.0987 9.5976 3.6974 -0.3 -0.4 -0.1 0.3323
H 21.2866 10.4446 2.8978 -0.2 0.8 -0.4 0.3656
H 20.6866 9.0846 2.1045 -0.7 0.0 -0.3 0.3806
H 18.3346 10.1290 2.0874 -0.5 0.7 0.3 0.2657
H 19.5169 10.9948 1.0986 -0.4 0.3 -0.2 0.2325
C 21.4417 2.0281 -7.7156 -0.5 -1.8 -1.6 -1.0706
C 21.1077 0.4777 -7.5612 0.3 2.3 1.7 -0.2659
O 20.6388 -0.0562 -8.8059 -1.1 -0.9 -0.3 -0.2628
C 19.3539 -0.5410 -8.9115 -0.8 2.3 5.5 0.3994
O 18.5095 -0.4214 -7.9873 2.7 -0.7 -3.7 -0.5548
C 19.0577 -1.1601 -10.2508 -0.4 -0.4 0.7 0.8913
F 18.3958 -2.2879 -10.0493 -0.5 -0.6 0.1 -0.2417
F 18.3406 -0.3512 -10.9792 -1.4 1.2 -0.7 -0.2502
F 20.1181 -1.4171 -10.9293 2.2 -0.7 -1.0 -0.2340
H 20.5051 2.4976 -8.0164 0.0 0.4 0.4 0.2769
H 22.0698 2.1069 -8.6029 0.3 0.1 0.1 0.2942
H 21.9543 2.5202 -6.8890 -0.4 -0.4 0.2 0.3627
H 20.4117 0.4225 -6.7241 -0.6 -0.4 -0.6 0.3047
H 21.9856 -0.0217 -7.1515 0.1 -0.5 -0.9 0.3514
Cl 26.8359 10.2112 -3.3469 0.3 0.8 0.0 -0.1814
C 26.3886 8.5721 -3.8014 0.3 -0.5 0.6 -0.3856
C 26.2147 7.7462 -2.5376 -0.3 -0.2 0.1 -0.4448
Cl 27.7978 7.3896 -1.7392 -0.6 0.2 -0.3 -0.1721
H 27.2155 8.1451 -4.3688 -0.3 0.1 -0.3 0.3073
H 25.4578 8.6756 -4.3590 0.2 -0.4 -0.1 0.2645
H 25.7278 6.7914 -2.7361 0.3 -0.1 -0.2 0.2962
H 25.5649 8.2681 -1.8351 0.3 0.1 0.1 0.3162
Cl 17.7321 8.8584 -10.9620 0.9 0.8 0.3 -0.1846
C 16.6168 7.5255 -11.0380 -0.4 -0.7 0.0 -0.4715
C 17.1614 6.1422 -10.7004 -0.4 0.4 -1.1 -0.3809
Cl 18.3715 5.6780 -11.9187 0.5 0.0 0.1 -0.1706
H 16.2927 7.5008 -12.0784 -0.3 -0.1 0.2 0.3429
H 15.7980 7.7650 -10.3595 -0.1 -0.1 -0.2 0.2707
H 16.3277 5.5013 -10.9871 0.0 -0.3 0.9 0.2534
H 17.5530 6.0108 -9.6917 -0.1 0.0 -0.2 0.3428

***

no.,total energy (Ha),E_HOMO (eV)
1,-5117.775503,0.094
2,-6157.828176,-12.719